# C4H5ClO

2 unconnected molecules or ions with the total composition C4H5ClO in a non-equilibrium geometry (ωB97M-V/def2-TZVPD, the OMol25 dataset).

Last column: Löwdin charge in e.
CARTESIAN COORDINATES (ANGSTROEM)
H  -1.108  0.438  1.690  0.110
H  0.641  0.781  1.165  -0.028
C  -0.707  0.131  -0.563  -0.153
C  -0.147  -1.095  0.280  -0.040
H  0.726  -1.594  0.220  0.071
C  0.156  0.694  -1.564  0.043
Cl  2.789  0.860  0.687  -0.453
H  -1.725  0.022  -0.882  0.146
C  -0.349  0.233  0.956  -0.107
O  0.731  1.213  -2.409  0.318
H  -1.007  -1.683  0.421  0.093

Computed properties:
F_max   5.2 eV Å⁻¹
LUMO energy   -1.3 eV
Kohn-Sham gap   6.69 eV
Energy above the lowest of the compared OMol25 structures with the same formula, charge and spin   244.5 kJ/mol
Highest occupied orbital energy   -0.2922 Ha
Total charge   0
Calculated total energy   -690.7280 hartree

# C7H4BrIN2

C7H4BrIN2 in the gas phase in a non-equilibrium geometry (ωB97M-V/def2-TZVPD, the OMol25 dataset).

Last column: Löwdin charge in e.
CARTESIAN COORDINATES (ANGSTROEM)
H  1.746  -0.127  -1.857  0.083
C  -0.429  -0.617  1.292  -0.412
H  0.657  -2.483  1.715  0.096
C  -0.681  0.415  0.364  -0.303
Br  0.278  2.355  -3.024  0.737
N  -1.477  1.999  -0.902  0.014
C  0.609  -1.587  1.079  -0.160
N  -1.667  1.405  0.298  0.066
C  0.182  0.441  -0.648  -0.198
C  -0.459  1.480  -1.523  -0.697
H  -2.165  1.744  1.069  0.122
I  -1.563  -0.832  3.331  0.602
C  1.313  -0.398  -0.924  0.019
C  1.440  -1.510  -0.020  -0.086
H  2.216  -2.286  -0.249  0.119

Computed properties:
F_max   5.3 eV Å⁻¹
LUMO energy   -0.4 eV
Kohn-Sham gap   8.33 eV
Energy above the lowest of the compared OMol25 structures with the same formula, charge and spin   116.1 kJ/mol
Highest occupied orbital energy   -0.3223 Ha
Total charge   0
Structure (SMILES)   Brc1n[nH]c2c(I)cccc12
Calculated total energy   -3250.3061 hartree

# C31H50BrN3OP2Pt

A molecular structure, C31H50BrN3OP2Pt in a non-equilibrium geometry (ωB97M-V/def2-TZVPD, the OMol25 dataset).

Last column: Mulliken spin population.
CARTESIAN COORDINATES (ANGSTROEM)
H  -2.373  -0.493  6.049  0.000
H  3.393  4.489  -2.535  0.003
H  -0.536  -2.955  -2.911  -0.002
C  3.809  0.420  0.668  0.422
C  3.042  1.858  -5.276  0.063
H  3.071  4.868  -4.264  0.001
H  0.887  -1.602  -1.243  0.019
H  -1.993  -2.362  -2.102  0.002
H  -0.785  -3.333  -1.218  -0.002
H  -2.818  0.852  0.259  0.000
H  0.989  1.315  3.151  -0.005
C  0.611  -5.425  0.265  -0.027
C  0.635  -5.860  -1.080  0.091
C  1.675  -3.082  0.897  -0.007
H  -4.369  1.186  3.127  0.000
C  -4.058  0.444  3.871  0.000
C  -0.404  1.481  5.745  0.000
H  2.957  2.892  -5.626  -0.002
C  -0.110  1.733  -4.168  0.073
H  -2.845  -2.583  0.130  -0.002
H  -4.190  0.627  -1.818  0.001
H  -0.952  1.625  -3.463  -0.009
N  -0.600  -7.788  -0.460  0.799
H  -3.833  -0.972  -1.180  0.001
H  -0.057  -7.402  -2.445  0.026
Br  -0.307  3.162  -0.090  0.289
H  2.348  1.218  -5.830  -0.001
H  -4.851  0.321  4.615  0.000
H  -3.677  0.681  6.419  0.000
C  -2.702  0.559  5.937  0.000
H  2.833  0.682  -3.481  0.004
C  -2.350  0.596  -0.707  0.047
C  -1.677  1.484  6.551  0.000
H  -2.050  1.569  -1.129  -0.003
H  -1.324  1.979  -5.916  0.004
H  3.622  2.233  -3.204  -0.003
H  -3.314  -1.288  1.273  0.001
H  0.297  2.245  6.097  0.000
C  -0.124  -1.292  -1.603  0.049
C  -1.164  -1.514  1.032  0.044
C  2.988  0.195  -0.411  0.144
P  -0.798  -0.266  -0.261  0.073
H  1.149  -5.282  -1.844  0.008
H  -0.937  -1.052  2.002  0.007
H  -2.945  -0.361  -2.604  0.000
H  -0.192  0.654  1.005  -0.022
N  -0.696  1.760  4.358  0.002
H  -0.946  3.505  -5.112  0.000
C  0.397  2.169  3.517  0.016
C  0.033  -6.263  1.238  0.091
H  1.064  2.805  4.104  0.000
H  3.153  -2.052  2.860  0.019
C  -3.369  -0.082  -1.629  0.007
H  0.098  0.505  5.841  0.000
H  2.557  5.976  -2.987  0.002
Pt  1.192  1.331  0.425  0.733
H  0.053  -0.657  -2.485  0.001
H  -0.419  -2.301  0.898  -0.014
H  0.177  0.708  -4.451  -0.005
C  3.075  -1.398  1.989  0.003
H  0.042  -6.002  2.294  0.009
H  0.860  4.475  -2.154  0.011
H  -1.094  -8.101  1.548  0.026
C  3.973  -0.288  1.799  0.041
H  3.085  0.492  -1.453  0.037
H  -2.062  2.508  6.594  0.000
C  -2.576  -2.073  1.065  0.008
H  4.775  -0.123  2.515  0.018
C  -0.597  -7.442  0.823  -0.001
H  -1.462  1.168  7.572  0.000
C  2.818  1.743  -3.777  0.076
H  -2.632  -2.817  1.871  0.003
C  2.670  4.914  -3.243  0.000
C  2.148  -1.716  0.989  0.068
H  0.288  2.663  -6.094  -0.002
N  -2.872  0.906  4.549  -0.001
C  1.893  -0.619  0.078  0.029
H  -3.892  -0.510  3.345  0.000
C  -1.844  1.317  3.738  0.000
C  1.133  -4.149  0.632  0.027
P  1.249  2.416  -3.176  0.579
C  -0.920  -2.545  -1.969  0.011
H  0.027  2.720  2.648  -0.006
O  -1.989  1.292  2.499  0.007
H  0.608  4.615  -3.914  0.010
C  1.298  4.240  -3.145  0.057
C  -0.537  2.530  -5.389  0.044
C  -0.022  -7.054  -1.405  -0.004
H  4.056  1.516  -5.511  0.006

Computed properties:
F_max   3.7 eV Å⁻¹
LUMO energy (spin up / spin down)   -14.0 / -14.4 eV
Kohn-Sham gap (spin up / spin down)   3.04 / 2.60 eV
2S+1   5
Highest occupied orbital energy (spin up / spin down)   -0.6251 / -0.6248 Ha
Total charge   +4
Expectation value of S²   6.089
Calculated total energy   -4824.8860 hartree

# C3H8EuO3

A molecular structure, C3H8EuO3 in a non-equilibrium geometry (ωB97M-V/def2-TZVPD, the OMol25 dataset).

Last column: Mulliken spin population.
CARTESIAN COORDINATES (ANGSTROEM)
H  3.733  0.282  0.520  0.000
C  -1.774  1.265  -0.154  -0.008
H  0.911  -2.002  -0.956  0.000
H  0.649  -1.527  0.881  -0.001
O  3.095  0.003  -0.141  0.001
H  2.663  -1.104  0.131  -0.002
C  0.604  -1.268  -0.194  -0.019
H  -0.991  -0.081  1.343  0.001
Eu  1.231  1.233  -0.857  7.051
H  -2.446  -0.690  0.498  0.000
O  -0.632  2.028  -0.358  -0.020
O  -0.734  -0.891  -0.575  0.000
H  -2.449  1.737  0.591  -0.002
C  -1.495  -0.150  0.360  0.002
H  -2.365  1.165  -1.090  -0.002

Computed properties:
F_max   5.3 eV Å⁻¹
LUMO energy (spin up / spin down)   -0.4 / -0.5 eV
Kohn-Sham gap (spin up / spin down)   5.48 / 5.57 eV
2S+1   8
Energy above the lowest of the compared OMol25 structures with the same formula, charge and spin   89.0 kJ/mol
Highest occupied orbital energy (spin up / spin down)   -0.2179 / -0.2215 Ha
Total charge   0
Expectation value of S²   15.762
Calculated total energy   -1055.0006 hartree

# C6H9NO

C6H9NO in the gas phase in a non-equilibrium geometry (ωB97M-V/def2-TZVPD, the OMol25 dataset).

Last column: Löwdin charge in e.
CARTESIAN COORDINATES (ANGSTROEM)
H  -0.886  0.033  2.107  0.146
H  0.377  2.231  0.821  0.139
C  0.167  1.186  0.552  -0.141
C  -0.750  -0.538  -0.734  -0.425
H  -0.643  -1.234  -1.693  0.178
C  -2.047  -0.026  -0.179  -0.029
H  3.250  -0.635  -0.604  0.104
C  0.166  0.725  -0.950  -0.167
N  1.337  0.684  -0.156  -0.107
C  -0.892  0.172  0.997  -0.133
H  -0.084  1.243  -1.714  0.068
H  1.501  -1.634  -0.426  0.114
O  -0.280  -1.120  0.430  -0.138
C  2.179  -0.695  0.058  -0.052
H  -2.800  -0.899  0.158  0.127
H  -2.983  0.640  -0.781  0.174
H  2.215  -0.513  1.322  0.140

Computed properties:
F_max   7.6 eV Å⁻¹
LUMO energy   1.0 eV
Kohn-Sham gap   9.61 eV
Energy above the lowest of the compared OMol25 structures with the same formula, charge and spin   776.4 kJ/mol
Highest occupied orbital energy   -0.3176 Ha
Total charge   0
Calculated total energy   -363.7285 hartree

# CH2Cl2S2

2 unconnected molecules or ions with the total composition CH2Cl2S2 in a non-equilibrium geometry (ωB97M-V/def2-TZVPD, the OMol25 dataset).

Last column: Löwdin charge in e.
CARTESIAN COORDINATES (ANGSTROEM)
H  1.494  0.113  -1.227  -0.165
C  -1.241  0.135  0.219  -1.808
H  1.024  -0.433  0.619  -0.299
Cl  -1.106  -1.532  -0.065  0.612
S  -1.353  0.857  1.655  0.652
S  2.209  -0.196  0.000  0.424
Cl  -1.028  1.056  -1.202  0.584

Computed properties:
F_max   2.3 eV Å⁻¹
LUMO energy   -1.2 eV
Kohn-Sham gap   8.47 eV
Energy above the lowest of the compared OMol25 structures with the same formula, charge and spin   66.6 kJ/mol
Highest occupied orbital energy   -0.3554 Ha
Total charge   0
Structure (SMILES)   S=C(Cl)Cl.S
Calculated total energy   -1756.0154 hartree

# C4H13NO2

2 unconnected molecules or ions with the total composition C4H13NO2 in a non-equilibrium geometry (ωB97M-V/def2-TZVPD, the OMol25 dataset).

Last column: Mulliken spin population.
CARTESIAN COORDINATES (ANGSTROEM)
H  -0.682  -2.708  1.023  -0.033
H  2.876  -1.091  -1.309  -0.272
H  0.869  0.822  -0.237  0.299
H  0.097  -0.154  -1.474  -0.287
H  -0.284  0.885  1.993  -0.020
H  -1.499  1.487  -1.772  0.057
O  -0.412  2.789  -0.493  -0.090
C  -0.516  -0.144  1.820  0.440
H  -1.505  -2.303  -0.518  -0.104
H  -1.891  1.538  0.014  0.017
H  0.455  -2.057  -0.235  -0.097
C  -1.046  1.600  -0.777  -0.057
C  -0.555  -1.992  0.154  0.755
N  -0.806  -0.541  0.437  -0.680
H  0.382  -0.874  2.154  -0.083
H  -1.444  -0.411  2.325  -0.051
C  -0.172  0.352  -0.543  0.569
O  3.006  -0.098  -1.186  0.766
H  0.341  2.960  -1.169  0.011
H  2.788  -0.060  -0.206  -0.140

Computed properties:
F_max   3.7 eV Å⁻¹
LUMO energy (spin up / spin down)   3.7 / 3.6 eV
Kohn-Sham gap (spin up / spin down)   2.73 / 8.36 eV
2S+1   2
Energy above the lowest of the compared OMol25 structures with the same formula, charge and spin   212.2 kJ/mol
Highest occupied orbital energy (spin up / spin down)   0.0345 / -0.1759 Ha
Total charge   -1
Expectation value of S²   0.751
Calculated total energy   -365.3102 hartree

# C14H37BrMnN3O4

A molecular structure, C14H37BrMnN3O4 in a non-equilibrium geometry (ωB97M-V/def2-TZVPD, the OMol25 dataset).

Last column: Mulliken spin population.
CARTESIAN COORDINATES (ANGSTROEM)
C  -0.111  -2.335  0.268  0.016
O  5.333  -1.676  -0.190  0.000
H  2.576  -2.559  -3.078  0.001
C  1.675  -0.037  4.671  0.000
H  2.088  -0.703  -1.330  -0.069
C  -4.129  3.116  -1.578  0.000
H  -2.721  1.419  -1.336  0.002
H  -1.504  -0.969  2.251  0.063
O  1.326  -2.484  -1.577  0.004
H  2.717  -0.504  1.568  0.004
H  6.944  -2.938  -0.230  0.000
O  0.573  -0.585  3.994  0.016
H  -5.791  4.485  -1.438  0.000
Mn  1.723  1.959  -2.218  4.919
C  -0.631  -0.453  1.850  0.015
H  1.299  0.867  5.148  0.001
C  -7.869  2.871  -1.698  0.000
H  6.189  -2.659  -1.733  0.000
C  2.173  -3.294  -2.381  -0.002
H  -4.208  1.258  -0.414  0.000
H  2.037  -0.666  5.484  0.000
C  0.860  -3.171  -0.473  0.004
H  -0.977  0.191  1.041  0.023
H  -0.674  0.918  3.525  0.000
O  -6.502  2.538  -1.820  0.000
N  0.376  -1.337  1.247  0.769
H  2.509  0.295  4.053  0.001
H  -3.547  3.885  0.222  0.000
H  -8.116  3.925  -1.824  0.000
H  -8.045  2.646  -0.646  0.000
C  0.056  0.300  3.002  0.000
H  0.948  -1.803  1.936  -0.023
N  -3.255  3.976  -0.741  0.001
H  1.745  -3.420  0.112  0.000
H  -3.976  3.372  -2.627  0.000
H  2.925  -3.870  -1.841  0.000
H  -0.846  -2.952  0.784  0.061
C  4.087  -1.404  -0.699  -0.012
H  3.360  -2.098  -0.277  0.000
H  5.392  -3.755  -0.574  0.000
H  -2.325  3.586  -0.683  0.001
C  -3.784  1.659  -1.335  -0.001
C  5.958  -2.829  -0.682  0.000
H  1.598  0.246  -0.127  0.000
C  3.569  0.042  -0.393  0.016
H  1.634  -3.961  -3.053  0.000
H  -5.778  3.225  -0.164  0.000
N  2.190  0.226  -0.946  0.046
H  0.695  1.123  2.682  0.005
H  -4.168  1.001  -2.114  0.000
H  -0.728  -1.758  -0.421  0.017
H  0.447  -4.134  -0.771  0.000
H  2.893  1.239  1.271  0.004
Br  -0.003  2.636  -0.302  0.076
H  4.013  -1.454  -1.786  0.004
H  4.230  0.808  -0.800  0.039
C  -5.592  3.437  -1.217  0.000
H  4.242  0.117  1.660  0.003
H  -8.426  2.182  -2.333  0.000
C  3.328  0.258  1.083  -0.006

Computed properties:
F_max   3.6 eV Å⁻¹
LUMO energy (spin up / spin down)   -8.7 / -10.6 eV
Kohn-Sham gap (spin up / spin down)   4.08 / 2.22 eV
2S+1   7
Highest occupied orbital energy (spin up / spin down)   -0.4708 / -0.4708 Ha
Total charge   +2
Expectation value of S²   12.009
Calculated total energy   -4745.0806 hartree